*a*
Computed, not measured: a 2-piece molecular cluster, C4H12 overall, with ωB97M-V with the def2-TZVPD basis set.

Last columns: bonded neighbours and bond lengths (Å).
Geometry (Å):
1 C 0.0666 -1.3481 -1.3495  C2 1.515, H3 1.093, H4 1.082, H5 1.086
2 C -1.1438 -0.4867 -1.6444  C1 1.515, H6 1.085, H7 1.090, H8 1.090
3 H 0.6479 -1.7487 -2.1844  C1 1.093
4 H 0.9564 -0.8661 -0.9660  C1 1.082
5 H -0.0263 -2.0555 -0.5305  C1 1.086
6 H -1.2119 -0.2672 -2.7049  C2 1.085
7 H -1.1715 0.4280 -1.0519  C2 1.090
8 H -2.0265 -1.0581 -1.3569  C2 1.090
9 C 1.1020 1.1237 1.0274  C10 1.530, H11 1.090, H12 1.087, H13 1.080
10 C -0.0314 0.7106 1.9686  C9 1.530, H14 1.089, H15 1.095, H16 1.092
11 H 0.9272 2.1276 0.6410  C9 1.090
12 H 2.0922 1.1009 1.4764  C9 1.087
13 H 1.1604 0.4723 0.1678  C9 1.080
14 H -0.7387 1.5174 2.1545  C10 1.089
15 H 0.3219 0.4284 2.9657  C10 1.095
16 H -0.5363 -0.1920 1.6197  C10 1.092

Values from the calculation:
Spin multiplicity   1
HOMO-LUMO gap   12.248 eV
HOMO level   -11.0595 eV
Structure (SMILES)   CC.CC

Charge distribution, Mulliken scheme, values in e: -0.9548, -0.7349, 0.3695, 0.2166, 0.3116, 0.3315, 0.2183, 0.2434, -0.4032, -0.8806, 0.2618, 0.3340, -0.1620, 0.2673, 0.3258, 0.2553

*b*
Computed, not measured: a 2-piece molecular cluster, C4H12 overall, with ωB97M-V with the def2-TZVPD basis set.

Last columns: bonded neighbours and bond lengths (Å).
Geometry (Å):
1 C 1.5696 -2.2439 0.1889  C2 1.485, H3 1.090, H4 1.105, H5 1.101
2 C 0.6872 -1.5122 1.1326  C1 1.485, H6 1.071, H7 1.088, H8 1.131
3 H 2.5260 -1.7310 0.0895  C1 1.090
4 H 1.7824 -3.2500 0.5931  C1 1.105
5 H 1.1052 -2.3572 -0.8026  C1 1.101
6 H -0.3723 -1.4829 0.9795  C2 1.071
7 H 0.7393 -1.7700 2.1882  C2 1.088
8 H 0.8491 -0.3948 1.1962  C2 1.131
9 C -1.3815 1.1724 -0.8102  C10 1.517, H11 1.097, H12 1.097, H13 1.100
10 C -0.8254 2.5674 -0.5949  C9 1.517, H14 1.096, H15 1.097, H16 1.090
11 H -1.8666 1.1492 -1.7934  C9 1.097
12 H -0.6347 0.3785 -0.6835  C9 1.097
13 H -2.1424 0.8455 -0.0865  C9 1.100
14 H -1.6570 3.2354 -0.8480  C10 1.096
15 H -0.4432 2.5997 0.4329  C10 1.097
16 H 0.0646 2.7939 -1.1819  C10 1.090

Values from the calculation:
Spin multiplicity   1
HOMO-LUMO gap   12.515 eV
HOMO level   -11.4099 eV
Structure (SMILES)   CC.CC

Charge distribution, Mulliken scheme, values in e: -0.7448, -0.9057, 0.2474, 0.2704, 0.2528, 0.3182, 0.3548, 0.2201, -0.6298, -0.8129, 0.3098, 0.0425, 0.2756, 0.2770, 0.2604, 0.2642

*c*
Computed, not measured: a 2-piece molecular cluster, C4H12 overall, with ωB97M-V with the def2-TZVPD basis set.

Last columns: bonded neighbours and bond lengths (Å).
Geometry (Å):
1 C -0.7779 2.3886 1.4370  C2 1.511, H3 1.084, H4 1.092, H5 1.104
2 C -0.0939 1.4132 0.5072  C1 1.511, H6 1.087, H7 1.087, H8 1.085
3 H -1.2663 1.9077 2.2765  C1 1.084
4 H -0.2061 3.2592 1.7660  C1 1.092
5 H -1.6029 2.9380 0.9512  C1 1.104
6 H -0.7956 0.5931 0.3793  C2 1.087
7 H 0.7720 0.9794 1.0012  C2 1.087
8 H 0.1305 1.7500 -0.4999  C2 1.085
9 C 0.2124 -1.6641 -1.6342  C10 1.529, H11 1.084, H12 1.088, H13 1.087
10 C 0.7663 -2.1463 -0.2928  C9 1.529, H14 1.090, H15 1.088, H16 1.088
11 H -0.3133 -0.7171 -1.5985  C9 1.084
12 H 1.0139 -1.5766 -2.3641  C9 1.088
13 H -0.5074 -2.3396 -2.0905  C9 1.087
14 H 0.4472 -3.1648 -0.0740  C10 1.090
15 H 0.3688 -1.5417 0.5192  C10 1.088
16 H 1.8523 -2.0791 -0.2836  C10 1.088

Values from the calculation:
Spin multiplicity   1
HOMO-LUMO gap   12.769 eV
HOMO level   -11.5724 eV
Structure (SMILES)   CC.CC

Charge distribution, Mulliken scheme, values in e: -1.0502, -0.6661, 0.2955, 0.3109, 0.3008, 0.1910, 0.2703, 0.3459, -0.7689, -0.7245, 0.1960, 0.2651, 0.3015, 0.3022, 0.1816, 0.2489

*d*
Computed, not measured: a 2-piece molecular cluster, C4H12 overall, with ωB97M-V with the def2-TZVPD basis set.

Last columns: bonded neighbours and bond lengths (Å).
Geometry (Å):
1 C 0.5502 0.5323 1.4052  C2 1.542, H3 1.123, H4 1.117, H5 1.204
2 C -0.7282 0.0848 2.1417  C1 1.542, H6 1.098, H7 1.215, H8 1.024
3 H 1.4305 0.8460 2.0285  C1 1.123
4 H 1.2262 -0.1632 0.8513  C1 1.117
5 H 0.2448 1.4952 0.7500  C1 1.204
6 H -0.8432 -0.8637 2.6834  C2 1.098
7 H -1.5947 -0.0732 1.3045  C2 1.215
8 H -1.3169 0.7416 2.6625  C2 1.024
9 C -0.4903 -0.7837 -1.5541  C10 1.562, H11 1.114, H12 1.050, H13 1.075
10 C 0.7022 0.1286 -1.9862  C9 1.562, H14 1.109, H15 1.134, H16 1.142
11 H -1.2248 -0.1400 -1.0172  C9 1.114
12 H -0.9614 -1.2753 -2.3536  C9 1.050
13 H -0.1726 -1.4885 -0.8070  C9 1.075
14 H 0.6677 0.2732 -3.0856  C10 1.109
15 H 1.6654 -0.2871 -1.5562  C10 1.134
16 H 0.6755 1.1624 -1.5006  C10 1.142

Values from the calculation:
Spin multiplicity   1
HOMO-LUMO gap   11.971 eV
HOMO level   -10.8575 eV
Structure (SMILES)   CC.CC

Charge distribution, Mulliken scheme, values in e: -0.5497, -0.9330, 0.3424, 0.1699, 0.1291, 0.3062, 0.1318, 0.4058, -0.6993, -0.7720, 0.1110, 0.3903, 0.2415, 0.3068, 0.2202, 0.1989

In terms of stability, *c* leads; the second structure lies 0.0068 hartree higher.

*a*
Computed, not measured: a 2-piece molecular cluster, C4H12 overall, with ωB97M-V with the def2-TZVPD basis set.

Last columns: bonded neighbours and bond lengths (Å).
Geometry (Å):
1 C -1.1360 -0.8649 1.7429  C2 1.543, H3 1.141, H4 1.163, H5 1.046
2 C -1.2769 -1.8255 0.5442  C1 1.543, H6 1.141, H7 1.115, H8 1.130
3 H -0.8235 -1.5054 2.6334  C1 1.141
4 H -0.3210 -0.0700 1.5059  C1 1.163
5 H -1.8822 -0.1685 1.9732  C1 1.046
6 H -1.5989 -1.2538 -0.3893  C2 1.141
7 H -2.1355 -2.5365 0.5730  C2 1.115
8 H -0.2606 -2.2665 0.3236  C2 1.130
9 C 0.8074 1.6289 -1.6687  C10 1.468, H11 1.162, H12 1.165, H13 1.061
10 C 1.6119 1.0171 -0.6042  C9 1.468, H14 1.077, H15 1.066, H16 1.082
11 H -0.3357 1.4418 -1.5756  C9 1.162
12 H 0.9080 2.7890 -1.6789  C9 1.165
13 H 1.1816 1.2027 -2.5659  C9 1.061
14 H 2.6748 1.1031 -0.7546  C10 1.077
15 H 1.3361 0.0087 -0.3978  C10 1.066
16 H 1.2191 1.5220 0.2686  C10 1.082

Values from the calculation:
Spin multiplicity   1
HOMO-LUMO gap   12.493 eV
HOMO level   -11.3858 eV
Structure (SMILES)   CC.CC

Charge distribution, Mulliken scheme, values in e: -0.6176, -0.7602, 0.2372, 0.0443, 0.3514, 0.1976, 0.3204, 0.2288, -0.7292, -0.7157, 0.2159, 0.2381, 0.2734, 0.3288, 0.1705, 0.2164

*b*
Computed, not measured: a 2-piece molecular cluster, C4H12 overall, with ωB97M-V with the def2-TZVPD basis set.

Last columns: bonded neighbours and bond lengths (Å).
Geometry (Å):
1 C 1.3293 -2.4353 0.7788  C2 1.548, H3 1.085, H4 1.093, H5 1.087
2 C 0.0357 -1.6707 1.1503  C1 1.548, H6 1.086, H7 1.088, H8 1.085
3 H 1.9040 -2.6859 1.6640  C1 1.085
4 H 1.0871 -3.3961 0.3187  C1 1.093
5 H 1.8292 -1.8695 -0.0040  C1 1.087
6 H -0.2517 -1.8636 2.1801  C2 1.086
7 H 0.1631 -0.5938 1.0564  C2 1.088
8 H -0.7406 -1.9707 0.4547  C2 1.085
9 C -1.1252 2.0493 -0.3444  C10 1.518, H11 1.094, H12 1.085, H13 1.088
10 C -0.2494 2.0526 -1.5844  C9 1.518, H14 1.092, H15 1.087, H16 1.093
11 H -0.6798 2.6685 0.4397  C9 1.094
12 H -2.1072 2.4767 -0.5201  C9 1.085
13 H -1.2244 1.0559 0.0868  C9 1.088
14 H -0.8331 1.9241 -2.4978  C10 1.092
15 H 0.5066 1.2771 -1.4884  C10 1.087
16 H 0.2205 3.0210 -1.7731  C10 1.093

Values from the calculation:
Spin multiplicity   1
HOMO-LUMO gap   12.781 eV
HOMO level   -11.6515 eV
Structure (SMILES)   CC.CC

Charge distribution, Mulliken scheme, values in e: -0.8487, -0.6346, 0.2693, 0.2528, 0.2697, 0.3280, 0.0952, 0.2638, -0.6842, -0.7522, 0.2519, 0.3240, 0.1164, 0.2602, 0.2166, 0.2717

In terms of stability, *b* leads; the second structure lies 0.0270 hartree higher.

*a*
Computed, not measured: a 2-piece molecular cluster, C4H12 overall, with ωB97M-V with the def2-TZVPD basis set.

Last columns: bonded neighbours and bond lengths (Å).
Geometry (Å):
1 C 0.4197 -0.3308 2.0249  C2 1.500, H3 1.086, H4 1.100, H5 1.093
2 C -0.4007 -1.4837 1.5263  C1 1.500, H6 1.115, H7 1.089, H8 1.089
3 H 1.2597 -0.0939 1.3786  C1 1.086
4 H -0.1968 0.5727 2.1410  C1 1.100
5 H 0.8197 -0.3736 3.0408  C1 1.093
6 H 0.2384 -2.1489 0.9004  C2 1.115
7 H -1.1562 -1.3399 0.7557  C2 1.089
8 H -0.6974 -2.2275 2.2648  C2 1.089
9 C 0.1413 1.5295 -1.3162  C10 1.530, H11 1.094, H12 1.088, H13 1.088
10 C -0.1912 0.3243 -2.1974  C9 1.530, H14 1.096, H15 1.085, H16 1.088
11 H 0.1734 1.2317 -0.2642  C9 1.094
12 H 1.0947 1.9948 -1.5564  C9 1.088
13 H -0.6488 2.2776 -1.3188  C9 1.088
14 H -0.7396 0.6118 -3.1016  C10 1.096
15 H -0.7918 -0.3838 -1.6361  C10 1.085
16 H 0.6757 -0.1602 -2.6419  C10 1.088

Values from the calculation:
Spin multiplicity   1
HOMO-LUMO gap   12.552 eV
HOMO level   -11.3596 eV
Structure (SMILES)   CC.CC

Charge distribution, Mulliken scheme, values in e: -0.8635, -0.8378, 0.2528, 0.2481, 0.3596, 0.2551, 0.2502, 0.3320, -0.4858, -0.7648, -0.0655, 0.2729, 0.2968, 0.3034, 0.1759, 0.2707

*b*
Computed, not measured: a 2-piece molecular cluster, C4H12 overall, with ωB97M-V with the def2-TZVPD basis set.

Last columns: bonded neighbours and bond lengths (Å).
Geometry (Å):
1 C -1.1564 0.6817 -2.1754  C2 1.517, H3 1.096, H4 1.089, H5 1.088
2 C 0.0574 1.1604 -1.4017  C1 1.517, H6 1.086, H7 1.095, H8 1.093
3 H -0.9285 0.7918 -3.2422  C1 1.096
4 H -1.3804 -0.3831 -2.1470  C1 1.089
5 H -2.0262 1.2732 -1.8958  C1 1.088
6 H -0.1178 1.4103 -0.3599  C2 1.086
7 H 0.5428 2.0409 -1.8360  C2 1.095
8 H 0.8607 0.4245 -1.4866  C2 1.093
9 C 0.9801 -0.3131 1.8239  C10 1.533, H11 1.094, H12 1.090, H13 1.084
10 C 0.0619 -1.5405 1.8414  C9 1.533, H14 1.087, H15 1.089, H16 1.094
11 H 0.5369 0.4902 2.4199  C9 1.094
12 H 1.9969 -0.4414 2.1942  C9 1.090
13 H 1.0887 0.1013 0.8286  C9 1.084
14 H -0.8969 -1.4537 2.3457  C10 1.087
15 H 0.5513 -2.4097 2.2779  C10 1.089
16 H -0.1706 -1.8330 0.8131  C10 1.094

Values from the calculation:
Spin multiplicity   1
HOMO-LUMO gap   12.514 eV
HOMO level   -11.3527 eV
Structure (SMILES)   CC.CC

Charge distribution, Mulliken scheme, values in e: -0.8630, -0.7781, 0.2748, 0.2807, 0.2692, 0.2116, 0.3709, 0.2460, -0.5355, -0.8363, 0.2544, 0.3435, -0.0519, 0.2935, 0.2757, 0.2446

In terms of stability, *b* leads; the second structure lies 0.0057 hartree higher.

*a*
Computed, not measured: a 2-piece molecular cluster, C4H12 overall, with ωB97M-V with the def2-TZVPD basis set.

Last columns: bonded neighbours and bond lengths (Å).
Geometry (Å):
1 C -2.7835 0.8262 -0.1011  C2 1.538, H3 1.084, H4 1.094, H5 1.087
2 C -1.7130 -0.1114 0.4811  C1 1.538, H6 1.089, H7 1.085, H8 1.090
3 H -2.4256 1.8493 -0.1035  C1 1.084
4 H -3.0648 0.6037 -1.1351  C1 1.094
5 H -3.7205 0.7708 0.4473  C1 1.087
6 H -1.5278 -0.9843 -0.1435  C2 1.089
7 H -0.8225 0.4649 0.7103  C2 1.085
8 H -2.1111 -0.5681 1.3869  C2 1.090
9 C 2.6676 0.0305 -0.7096  C10 1.530, H11 1.086, H12 1.091, H13 1.092
10 C 1.7931 -0.7299 0.2890  C9 1.530, H14 1.089, H15 1.080, H16 1.094
11 H 2.5080 -0.2963 -1.7331  C9 1.086
12 H 2.5713 1.1165 -0.6746  C9 1.091
13 H 3.7181 -0.1133 -0.4471  C9 1.092
14 H 2.3787 -1.5698 0.6600  C10 1.089
15 H 0.8817 -1.1023 -0.1546  C10 1.080
16 H 1.6502 -0.1863 1.2275  C10 1.094

Values from the calculation:
Spin multiplicity   1
HOMO-LUMO gap   12.607 eV
HOMO level   -11.4592 eV
Structure (SMILES)   CC.CC

Charge distribution, Mulliken scheme, values in e: -0.8908, -0.6691, 0.2752, 0.2510, 0.2670, 0.2976, 0.1614, 0.2936, -0.8553, -0.6923, 0.2837, 0.2680, 0.2686, 0.3679, 0.1121, 0.2615

*b*
Computed, not measured: a 2-piece molecular cluster, C4H12 overall, with ωB97M-V with the def2-TZVPD basis set.

Last columns: bonded neighbours and bond lengths (Å).
Geometry (Å):
1 C -0.4655 -1.7320 -1.4808  C2 1.525, H3 1.076, H4 1.076, H5 1.099
2 C -1.9382 -1.3379 -1.4463  C1 1.525, H6 1.089, H7 1.095, H8 1.100
3 H 0.0632 -1.0121 -0.8802  C1 1.076
4 H -0.1701 -2.6986 -1.1113  C1 1.076
5 H -0.1805 -1.7910 -2.5408  C1 1.099
6 H -2.6678 -2.1308 -1.6014  C2 1.089
7 H -2.0640 -0.5059 -2.1466  C2 1.095
8 H -2.2172 -1.0040 -0.4362  C2 1.100
9 C 0.6992 1.1926 0.9828  C10 1.549, H11 1.089, H12 1.082, H13 1.075
10 C 1.7555 1.7475 1.9709  C9 1.549, H14 1.075, H15 1.085, H16 1.117
11 H 0.7801 1.9510 0.2052  C9 1.089
12 H 0.9210 0.2131 0.5803  C9 1.082
13 H -0.3215 1.2190 1.3191  C9 1.075
14 H 1.7064 1.1854 2.8857  C10 1.075
15 H 2.7225 1.9279 1.5131  C10 1.085
16 H 1.3768 2.7758 2.1867  C10 1.117

Values from the calculation:
Spin multiplicity   1
HOMO-LUMO gap   12.788 eV
HOMO level   -11.6562 eV
Structure (SMILES)   CC.CC

Charge distribution, Mulliken scheme, values in e: -0.3550, -0.8478, -0.1466, 0.3185, 0.2541, 0.3269, 0.2466, 0.2524, -0.7398, -0.9020, 0.2700, 0.1309, 0.3390, 0.3129, 0.2922, 0.2477

*c*
Computed, not measured: a 2-piece molecular cluster, C4H12 overall, with ωB97M-V with the def2-TZVPD basis set.

Last columns: bonded neighbours and bond lengths (Å).
Geometry (Å):
1 C 0.6213 1.5378 0.5759  C2 1.546, H3 1.084, H4 1.088, H5 1.090
2 C 0.9444 1.2957 2.0688  C1 1.546, H6 1.086, H7 1.092, H8 1.089
3 H -0.4300 1.7617 0.4361  C1 1.084
4 H 1.3130 2.2775 0.1786  C1 1.088
5 H 0.8340 0.6101 0.0440  C1 1.090
6 H 2.0225 1.2471 2.1901  C2 1.086
7 H 0.4553 0.3651 2.3651  C2 1.092
8 H 0.5133 2.0397 2.7364  C2 1.089
9 C -0.8030 -1.7942 -0.6815  C10 1.516, H11 1.092, H12 1.095, H13 1.087
10 C -0.8127 -1.0466 -2.0004  C9 1.516, H14 1.088, H15 1.088, H16 1.095
11 H 0.1257 -2.3498 -0.5349  C9 1.092
12 H -0.7778 -1.0944 0.1607  C9 1.095
13 H -1.6372 -2.4552 -0.4589  C9 1.087
14 H -1.7898 -0.9176 -2.4623  C10 1.088
15 H -0.1443 -1.4484 -2.7590  C10 1.088
16 H -0.4348 -0.0284 -1.8588  C10 1.095

Values from the calculation:
Spin multiplicity   1
HOMO-LUMO gap   12.782 eV
HOMO level   -11.6176 eV
Structure (SMILES)   CC.CC

Charge distribution, Mulliken scheme, values in e: -0.6902, -0.8916, 0.3093, 0.3688, 0.0772, 0.2758, 0.2698, 0.2843, -0.7246, -0.7685, 0.2686, 0.1196, 0.3353, 0.2954, 0.2769, 0.1938

*d*
Computed, not measured: a 2-piece molecular cluster, C4H12 overall, with ωB97M-V with the def2-TZVPD basis set.

Last columns: bonded neighbours and bond lengths (Å).
Geometry (Å):
1 C 0.2526 0.7650 -2.4051  C2 1.560, H3 1.075, H4 1.071, H5 1.092
2 C 0.2456 1.8795 -1.3140  C1 1.560, H6 1.031, H7 1.124, H8 1.078
3 H -0.5428 0.8221 -3.1256  C1 1.075
4 H 1.1854 0.7065 -2.9288  C1 1.071
5 H -0.0102 -0.1852 -1.9356  C1 1.092
6 H 0.3988 1.4767 -0.3778  C2 1.031
7 H -0.8209 2.2331 -1.3345  C2 1.124
8 H 0.8826 2.7299 -1.4978  C2 1.078
9 C 0.1248 -0.6366 1.6555  C10 1.517, H11 1.065, H12 1.161, H13 1.026
10 C -0.4727 -1.9955 1.9672  C9 1.517, H14 1.186, H15 1.086, H16 1.090
11 H -0.0016 -0.5591 0.6011  C9 1.065
12 H -0.5125 0.2043 2.1399  C9 1.161
13 H 1.0266 -0.3313 2.0375  C9 1.026
14 H -0.2222 -2.3056 3.0837  C10 1.186
15 H 0.0269 -2.7764 1.4013  C10 1.086
16 H -1.5603 -2.0275 2.0330  C10 1.090

Values from the calculation:
Spin multiplicity   1
HOMO-LUMO gap   12.547 eV
HOMO level   -11.4501 eV
Structure (SMILES)   CC.CC

Charge distribution, Mulliken scheme, values in e: -0.8353, -0.5892, 0.3024, 0.2583, 0.2385, 0.0905, 0.2120, 0.3239, -0.5184, -0.9161, -0.0946, 0.2652, 0.4403, 0.2448, 0.2929, 0.2849

In terms of stability, *c* leads; the second structure lies 0.0046 hartree higher.